This record from OMol25 describes a cluster of 2 separate species, C5H9N in total. The level of theory is ωB97M-V/def2-TZVPD.

ORCA input file:
```
! RIJCOSX wB97M-V def2-TZVPD def2/J DEFGRID3
* xyz 0 1
C -1.443 0.057 -0.013
C -0.892 -0.383 1.282
C -0.049 -0.265 0.041
C 0.748 -1.335 -0.617
C 1.304 1.559 0.023
N -2.485 0.424 -0.592
H -0.804 0.342 2.079
H -1.126 -1.379 1.644
H 0.212 -2.286 -0.564
H 1.706 -1.459 -0.116
H 0.927 -1.099 -1.664
H 2.127 1.182 -0.545
H 1.464 1.691 1.075
H 0.685 2.292 -0.457
H -2.374 0.660 -1.577
*
```

## Properties
maximum force	4.16	eV/Å
energy above the lowest of the compared OMol25 structures with the same formula, charge and spin	406.1	kJ/mol
E	-250.5123	Eh

Results of the Löwdin charge analysis, in e, for atoms 1 through 5: number 1, C, carries -0.3814; number 2, C, carries -0.0557; number 3, C, carries -0.2464; number 4, C, carries -0.0824; number 5, C, carries 0.1066

=====

This record from OMol25 describes the molecule C5H9N. The level of theory is ωB97M-V/def2-TZVPD.

ORCA input file:
```
! RIJCOSX wB97M-V def2-TZVPD def2/J DEFGRID3
* xyz 0 1
C 0.588 0.125 1.693
N 2.164 0.213 -0.672
C 0.972 -0.564 -0.700
C 0.026 -0.078 0.319
C -1.332 0.023 -0.039
C -1.949 -0.041 -1.236
H 1.654 -0.104 1.711
H 0.525 1.168 2.018
H -0.025 -0.511 2.332
H 1.018 -1.645 -0.559
H 1.849 1.184 -0.662
H 0.881 -0.002 -1.683
H -1.984 0.097 0.841
H -1.367 0.052 -2.143
H -3.021 0.082 -1.218
*
```

## Properties
maximum force	2.09	eV/Å
energy above the lowest of the compared OMol25 structures with the same formula, charge and spin	541.2	kJ/mol
E	-250.4608	Eh

Results of the Löwdin charge analysis, in e, for atoms 1 through 5: number 1, C, carries -0.0652; number 2, N, carries 0.0254; number 3, C, carries -0.3638; number 4, C, carries -0.2553; number 5, C, carries -0.1696

=====

This record from OMol25 describes the molecule C5H9N. The level of theory is ωB97M-V/def2-TZVPD.

ORCA input file:
```
! RIJCOSX wB97M-V def2-TZVPD def2/J DEFGRID3
* xyz 0 1
C -1.297 0.785 -0.374
C -1.663 -0.567 0.182
C -0.505 0.173 0.762
N 0.815 -0.391 0.753
C 1.332 -0.782 -0.527
C 1.888 0.395 0.181
H -0.985 0.825 -1.413
H -1.896 1.638 -0.070
H -2.579 -0.692 0.743
H -1.420 -1.415 -0.455
H -0.692 0.680 1.699
H 1.912 -1.686 -0.570
H 0.658 -0.636 -1.355
H 1.654 1.369 -0.224
H 2.848 0.315 0.687
*
```

## Properties
maximum force	0.47	eV/Å
energy above the lowest of the compared OMol25 structures with the same formula, charge and spin	221.7	kJ/mol
SMILES	C1CC1N1CC1
E	-250.5825	Eh

Results of the Löwdin charge analysis, in e, for atoms 1 through 5: number 1, C, carries -0.1165; number 2, C, carries -0.1124; number 3, C, carries -0.3216; number 4, N, carries -0.0843; number 5, C, carries -0.1507

=====

This record from OMol25 describes the molecule C5H9N. The level of theory is ωB97M-V/def2-TZVPD.

ORCA input file:
```
! RIJCOSX wB97M-V def2-TZVPD def2/J DEFGRID3
* xyz 0 1
C 0.196 1.932 -0.236
C -1.162 1.377 0.176
C 0.038 0.465 0.126
N -0.038 -0.673 -0.690
C -0.302 -1.793 0.146
C 1.120 -1.587 -0.419
H 0.637 2.534 0.560
H 0.541 2.149 -1.323
H -2.009 1.190 -0.465
H -1.544 1.920 1.018
H 0.558 0.140 1.093
H -0.489 -1.600 1.236
H -0.850 -2.618 -0.304
H 1.461 -2.264 -1.258
H 1.841 -1.171 0.339
*
```

## Properties
maximum force	3.60	eV/Å
energy above the lowest of the compared OMol25 structures with the same formula, charge and spin	296.8	kJ/mol
SMILES	C1CC1N1CC1
E	-250.5539	Eh

Results of the Löwdin charge analysis, in e, for atoms 1 through 5: number 1, C, carries -0.0976; number 2, C, carries -0.1076; number 3, C, carries -0.3970; number 4, N, carries -0.1102; number 5, C, carries -0.1668

=====

This record from OMol25 describes the molecule C5H9N. The level of theory is ωB97M-V/def2-TZVPD.

ORCA input file:
```
! RIJCOSX wB97M-V def2-TZVPD def2/J DEFGRID3
* xyz 0 1
C 1.121 -0.984 -1.379
C 0.481 -0.657 -0.040
C 0.316 0.837 0.269
C -0.896 1.039 1.196
C -2.016 0.259 0.658
N -2.810 -0.428 0.169
H 2.162 -0.663 -1.471
H 1.087 -2.064 -1.544
H 0.549 -0.514 -2.186
H 1.022 -1.133 0.784
H -0.513 -1.118 -0.067
H 1.196 1.260 0.768
H 0.168 1.414 -0.653
H -1.194 2.088 1.295
H -0.671 0.664 2.202
*
```

## Properties
maximum force	1.28	eV/Å
energy above the lowest of the compared OMol25 structures with the same formula, charge and spin	27.6	kJ/mol
SMILES	CCCCC#N
E	-250.6564	Eh

Results of the Löwdin charge analysis, in e, for atoms 1 through 5: number 1, C, carries -0.1119; number 2, C, carries -0.2797; number 3, C, carries -0.2073; number 4, C, carries -0.1800; number 5, C, carries -0.2462

=====

This record from OMol25 describes the molecule C5H9N. The level of theory is ωB97M-V/def2-TZVPD.

ORCA input file:
```
! RIJCOSX wB97M-V def2-TZVPD def2/J DEFGRID3
* xyz 0 1
C 2.214 0.372 -0.824
C 1.338 -0.631 -0.813
C -0.072 -0.446 -0.356
N -0.664 -1.626 0.051
C -0.617 0.777 -0.052
C -1.591 1.031 1.051
H 1.829 1.381 -0.905
H 3.246 0.258 -1.138
H 1.582 -1.665 -1.046
H -1.254 -1.651 0.863
H -0.130 -2.481 -0.016
H -0.392 1.492 -0.840
H -2.349 1.727 0.695
H -1.098 1.370 1.976
H -2.043 0.091 1.354
*
```

## Properties
maximum force	2.05	eV/Å
energy above the lowest of the compared OMol25 structures with the same formula, charge and spin	190.8	kJ/mol
SMILES	C=C/C(N)=C/C
E	-250.5943	Eh

Results of the Löwdin charge analysis, in e, for atoms 1 through 5: number 1, C, carries 0.0103; number 2, C, carries -0.1255; number 3, C, carries -0.3644; number 4, N, carries 0.0841; number 5, C, carries -0.1508

=====

| no. | HOMO (hartree) |
| --- | --- |
| 1 | -0.317 |
| 2 | -0.260 |
| 3 | -0.323 |
| 4 | -0.338 |
| 5 | -0.414 |
| 6 | -0.269 |